Computed, not measured: C51H51BrN6O2P2SSi2W as an isolated structure, with ωB97M-V with the def2-TZVPD basis set.

Results
- Highest occupied orbital energy (spin up / spin down): -3.8 / -4.2 eV
- Net charge: -1
- Frontier orbital gap (spin up / spin down): 5.5 / 5.1 eV
- Calculated total energy: -183784.7506 eV
- Expectation value of S²: 3.88
- Spin multiplicity: 4

Positions of all 117 atoms, in Å:
W1 0.07 -0.59 -0.46
C1 1.91 2.54 1.99
Si1 2.42 2.16 0.21
C2 4.02 1.21 0.03
C3 2.77 3.84 -0.60
N1 1.02 1.49 -0.65
P1 -0.18 2.14 -1.51
C4 -1.07 0.84 -2.01
P2 -2.21 -0.36 -2.08
N2 -1.69 -1.44 -1.01
Si2 -2.18 -3.08 -0.46
C5 -2.06 -3.16 1.41
C6 -1.36 -4.38 -1.54
C7 -4.04 -3.27 -0.70
C8 -3.87 0.26 -1.67
C9 -4.21 0.13 -0.34
C10 -5.47 0.40 0.16
C11 -6.43 0.85 -0.81
C12 -6.06 1.08 -2.13
C13 -4.74 0.78 -2.59
C14 -2.43 -1.11 -3.65
C15 -1.59 -0.90 -4.76
C16 -1.87 -1.35 -6.01
C17 -3.00 -2.12 -6.21
C18 -3.83 -2.47 -5.14
C19 -3.53 -1.92 -3.92
C20 -1.21 3.53 -0.69
C21 -2.51 3.64 -1.14
C22 -3.26 4.76 -0.85
C23 -2.73 5.76 -0.02
C24 -1.45 5.58 0.45
C25 -0.67 4.45 0.12
C26 0.49 3.08 -2.95
C27 1.75 2.75 -3.37
C28 2.23 3.17 -4.63
C29 1.53 4.06 -5.39
C30 0.30 4.50 -4.93
C31 -0.23 4.02 -3.73
H1 2.25 1.65 2.54
H2 0.81 2.55 2.13
H3 2.37 3.51 2.33
H4 4.83 1.86 -0.46
H5 3.76 0.39 -0.73
H6 4.39 0.66 0.88
H7 3.52 4.32 0.01
H8 1.93 4.58 -0.81
H9 3.30 3.62 -1.54
H10 -1.06 -3.04 1.93
H11 -2.58 -4.01 1.94
H12 -2.63 -2.29 1.66
H13 -0.34 -4.23 -1.94
H14 -1.93 -4.39 -2.44
H15 -1.42 -5.41 -1.21
H16 -4.60 -2.37 -0.83
H17 -4.48 -3.77 0.15
H18 -4.30 -3.82 -1.62
H19 -3.46 -0.35 0.30
H20 -5.82 0.32 1.15
H21 -7.50 1.01 -0.56
H22 -6.83 1.61 -2.77
H23 -4.50 0.92 -3.63
H24 -0.75 -0.24 -4.60
H25 -1.10 -1.21 -6.84
H26 -3.23 -2.53 -7.18
H27 -4.79 -2.98 -5.29
H28 -4.15 -2.09 -3.04
H29 -2.94 2.77 -1.67
H30 -4.29 4.81 -1.18
H31 -3.25 6.69 0.21
H32 -1.05 6.39 1.12
H33 0.41 4.40 0.38
H34 2.28 1.89 -2.85
H35 3.22 2.84 -4.93
H36 1.82 4.35 -6.39
H37 -0.19 5.30 -5.51
H38 -1.22 4.35 -3.49
O1 2.33 -0.43 1.26
N3 2.78 -2.77 -0.87
C32 3.80 -2.85 0.16
C33 4.98 -3.40 -0.57
C34 5.08 -3.14 -1.87
C35 4.10 -2.37 -2.67
C36 2.86 -2.25 -2.15
S1 1.38 -1.43 -2.66
H39 4.01 -1.89 0.60
H40 5.74 -4.06 -0.10
H41 6.12 -3.34 -2.20
H42 4.31 -1.87 -3.60
Br1 2.61 2.61 9.63
C37 2.58 0.90 8.81
C38 3.03 0.90 7.53
C39 2.96 -0.27 6.77
C40 2.46 -1.42 7.28
C41 2.11 -1.36 8.68
C42 2.07 -0.27 9.44
N4 2.21 -2.54 6.59
N5 2.47 -2.55 5.32
C43 1.70 -2.00 4.38
C44 0.60 -1.21 4.75
C45 -0.16 -0.56 3.73
C46 0.26 -0.67 2.44
O2 -0.60 -0.19 1.50
C47 1.62 -0.96 2.17
N6 0.65 -2.24 0.12
C48 1.68 -3.27 -0.10
C49 2.67 -3.65 1.02
C50 2.52 -3.22 2.51
C51 2.07 -2.13 2.97
H43 3.42 1.84 7.14
H44 3.28 -0.23 5.72
H45 1.74 -2.34 9.12
H46 1.71 -0.29 10.45
H47 0.16 -1.31 5.75
H48 -1.06 0.09 3.85
H49 1.17 -4.04 -0.68
H50 2.94 -4.71 0.90
H51 2.52 -4.07 3.22

Computed, not measured: C51H52BMnN10S3 as an isolated structure, with ωB97M-V with the def2-TZVPD basis set.

Results
- Highest occupied orbital energy (spin up / spin down): -15.7 / -15.7 eV
- Net charge: +3
- Frontier orbital gap (spin up / spin down): 5.7 / 7.3 eV
- Calculated total energy: -133108.4635 eV
- Expectation value of S²: 3.88
- Spin multiplicity: 4

Positions of all 118 atoms, in Å:
Mn1 1.24 -0.55 1.10
C1 3.20 -1.17 -1.69
C2 3.85 -0.79 -0.41
C3 5.20 -0.63 -0.14
C4 5.30 -0.34 1.22
C5 6.51 -0.11 2.05
N1 4.06 -0.34 1.72
N2 3.17 -0.62 0.74
B1 3.53 -0.32 3.16
N3 2.73 -1.62 3.34
N4 1.58 -1.85 2.63
C6 1.05 -3.01 3.09
C7 -0.24 -3.63 2.70
C8 1.88 -3.51 4.09
C9 2.92 -2.61 4.23
C10 4.08 -2.65 5.16
N5 2.52 0.84 3.29
N6 1.40 0.83 2.52
C11 0.61 1.85 2.91
C12 -0.76 2.11 2.41
C13 1.25 2.51 3.95
C14 2.45 1.85 4.17
C15 3.52 2.12 5.17
H1 3.72 -2.03 -2.12
H2 3.26 -0.35 -2.41
H3 2.15 -1.44 -1.55
H4 6.01 -0.73 -0.84
H5 7.39 -0.05 1.41
H6 6.66 -0.93 2.75
H7 6.43 0.81 2.62
H8 4.40 -0.22 3.96
H9 -0.82 -3.01 2.02
H10 -0.83 -3.81 3.59
H11 -0.07 -4.60 2.23
H12 1.72 -4.40 4.66
H13 4.06 -3.59 5.71
H14 4.04 -1.83 5.88
H15 5.02 -2.59 4.62
H16 -0.93 1.71 1.42
H17 -0.94 3.19 2.39
H18 -1.49 1.68 3.10
H19 0.88 3.36 4.50
H20 3.26 3.01 5.74
H21 4.48 2.28 4.69
H22 3.62 1.29 5.87
N7 0.97 0.74 -0.23
S1 0.25 1.78 -0.98
N8 -1.37 1.68 -0.99
S2 -2.14 0.58 -1.76
N9 -1.58 -0.88 -1.75
S3 -1.26 -1.83 -0.50
N10 -0.04 -1.57 0.33
C16 -1.08 -3.36 -1.35
C17 -1.87 -3.65 -2.46
C18 -1.71 -4.88 -3.07
C19 -0.78 -5.79 -2.58
C20 0.01 -5.48 -1.48
C21 -0.14 -4.25 -0.84
C22 -2.70 -1.93 0.53
C23 -2.76 -1.08 1.62
C24 -3.87 -1.12 2.45
C25 -4.90 -2.02 2.17
C26 -4.82 -2.87 1.08
C27 -3.71 -2.83 0.24
C28 -2.28 0.92 -3.48
C29 -2.02 -0.06 -4.44
C30 -2.19 0.28 -5.77
C31 -2.62 1.55 -6.12
C32 -2.87 2.51 -5.15
C33 -2.70 2.20 -3.81
C34 -3.79 0.72 -1.13
C35 -4.08 1.58 -0.08
C36 -5.40 1.66 0.34
C37 -6.38 0.90 -0.28
C38 -6.06 0.04 -1.33
C39 -4.76 -0.05 -1.77
C40 0.76 1.87 -2.67
C41 0.89 3.11 -3.30
C42 1.24 3.14 -4.64
C43 1.46 1.95 -5.33
C44 1.32 0.73 -4.69
C45 0.96 0.68 -3.35
C46 0.46 3.41 -0.32
C47 -0.55 4.37 -0.36
C48 -0.28 5.62 0.17
C49 0.96 5.89 0.73
C50 1.96 4.92 0.75
C51 1.71 3.66 0.23
H23 -2.57 -2.92 -2.84
H24 -2.31 -5.13 -3.93
H25 -0.66 -6.75 -3.06
H26 0.74 -6.19 -1.11
H27 0.46 -3.99 0.01
H28 -1.94 -0.41 1.84
H29 -3.93 -0.47 3.31
H30 -5.76 -2.06 2.83
H31 -5.61 -3.58 0.88
H32 -3.65 -3.51 -0.59
H33 -1.68 -1.04 -4.15
H34 -2.00 -0.46 -6.54
H35 -2.75 1.80 -7.17
H36 -3.20 3.50 -5.43
H37 -2.91 2.94 -3.04
H38 -3.30 2.16 0.38
H39 -5.66 2.33 1.14
H40 -7.41 0.98 0.05
H41 -6.84 -0.54 -1.81
H42 -4.50 -0.69 -2.60
H43 0.73 4.03 -2.76
H44 1.36 4.09 -5.14
H45 1.75 1.98 -6.37
H46 1.48 -0.19 -5.23
H47 0.83 -0.27 -2.84
H48 -1.50 4.14 -0.81
H49 -1.04 6.39 0.15
H50 1.17 6.87 1.14
H51 2.92 5.14 1.18
H52 2.46 2.88 0.25

Computed, not measured: C51H52IInN6OP2S as an isolated structure, with ωB97M-V with the def2-TZVPD basis set.

Results
- Highest occupied orbital energy (spin up / spin down): 0.5 / 1.1 eV
- Net charge: -2
- Frontier orbital gap (spin up / spin down): 3.3 / 2.8 eV
- Calculated total energy: -107401.3507 eV
- Energy relative to the best compared isomer or geometry (same formula, charge and spin): 17.3 kcal/mol

Positions of all 115 atoms, in Å:
In1 9.02 7.33 19.70
C1 12.37 8.25 23.28
C2 11.90 7.75 21.96
N1 10.66 7.18 21.83
N2 10.13 6.78 23.01
C3 8.99 6.09 22.97
N3 8.39 5.82 24.15
S1 8.16 5.63 21.56
C4 12.75 7.56 20.81
C5 14.13 7.35 20.92
C6 14.94 6.81 19.88
C7 14.29 6.48 18.70
C8 12.91 6.62 18.62
N4 12.18 7.29 19.57
H1 11.49 8.50 23.85
H2 12.97 7.45 23.70
H3 12.98 9.16 23.19
H4 8.86 6.10 25.03
H5 7.52 5.27 24.14
H6 14.63 7.72 21.83
H7 15.99 6.56 19.96
H8 14.90 5.98 17.92
H9 12.36 6.22 17.76
O1 4.94 9.45 22.19
N5 5.43 8.26 21.52
C9 5.24 8.29 20.26
C10 4.90 9.49 19.45
C11 3.56 9.86 19.16
C12 3.32 10.98 18.44
C13 4.43 11.74 17.95
C14 5.74 11.31 18.14
C15 5.98 10.16 18.89
P1 7.74 9.72 19.15
C16 8.19 11.04 20.30
C17 8.41 10.62 21.63
C18 8.80 11.53 22.59
C19 9.05 12.88 22.23
C20 8.78 13.31 20.94
C21 8.31 12.40 19.97
C22 8.61 10.19 17.60
C23 8.13 9.73 16.40
C24 8.81 9.94 15.23
C25 9.96 10.71 15.26
C26 10.46 11.26 16.46
C27 9.80 10.93 17.61
H10 4.88 9.18 23.10
H11 5.47 7.30 19.79
H12 2.72 9.20 19.45
H13 2.29 11.36 18.37
H14 4.19 12.70 17.43
H15 6.57 11.76 17.66
H16 8.27 9.58 21.86
H17 8.98 11.21 23.62
H18 9.45 13.62 22.95
H19 8.91 14.36 20.64
H20 8.15 12.75 18.99
H21 7.25 9.16 16.37
H22 8.38 9.50 14.32
H23 10.47 10.88 14.28
H24 11.33 11.88 16.47
H25 10.15 11.34 18.54
C28 5.04 4.58 17.98
C29 6.27 4.66 17.07
C30 6.21 5.73 16.00
C31 6.65 3.38 16.31
C32 7.45 5.07 18.08
H26 4.09 4.36 17.42
H27 4.93 5.54 18.46
H28 5.09 3.82 18.78
H29 5.41 5.51 15.29
H30 7.15 5.75 15.38
H31 6.03 6.67 16.47
H32 6.08 3.34 15.34
H33 6.50 2.44 16.81
H34 7.72 3.44 16.02
H35 7.57 4.28 18.90
I1 13.40 11.67 20.24
C33 11.06 8.12 19.21
H36 10.98 8.28 18.11
H37 11.05 9.08 19.74
N6 8.06 6.15 18.25
P2 11.11 2.87 19.34
C34 10.11 1.40 19.24
C35 10.56 0.21 18.62
C36 9.62 -0.76 18.25
C37 8.28 -0.65 18.66
C38 7.87 0.43 19.46
C39 8.76 1.45 19.75
C40 11.54 3.01 17.61
C41 10.81 3.97 16.88
C42 10.90 4.03 15.46
C43 11.92 3.31 14.87
C44 12.79 2.53 15.67
C45 12.57 2.30 16.97
C46 12.56 2.24 20.15
C47 12.40 1.42 21.26
C48 13.51 1.04 22.04
C49 14.79 1.42 21.57
C50 14.96 2.21 20.46
C51 13.85 2.58 19.72
H38 11.62 0.16 18.27
H39 9.98 -1.59 17.65
H40 7.52 -1.33 18.36
H41 6.85 0.52 19.82
H42 8.48 2.35 20.37
H43 10.11 4.60 17.45
H44 10.19 4.59 14.85
H45 12.13 3.35 13.76
H46 13.67 2.09 15.14
H47 13.17 1.59 17.52
H48 11.43 1.13 21.55
H49 13.37 0.41 22.93
H50 15.68 1.13 22.15
H51 15.93 2.42 20.12
H52 14.02 3.15 18.82

Computed, not measured: C51H54N4NiP3S3 as an isolated structure, with ωB97M-V with the def2-TZVPD basis set.

Results
- Highest occupied orbital energy (spin up / spin down): -9.0 / -9.0 eV
- Net charge: +1
- Frontier orbital gap (spin up / spin down): 5.9 / 5.9 eV
- Calculated total energy: -161136.7592 eV
- Energy relative to the best compared isomer or geometry (same formula, charge and spin): 0.0 kcal/mol

Positions of all 116 atoms, in Å:
Ni1 -0.40 -0.48 1.33
N1 -0.76 -0.83 3.43
C1 0.27 -0.95 4.49
C2 0.97 0.36 4.82
C3 1.91 0.89 3.72
C4 1.36 2.07 2.95
N2 0.11 1.71 2.23
H1 -1.44 -0.14 3.74
H2 -1.30 -1.70 3.42
H3 1.01 -1.69 4.18
H4 -0.22 -1.34 5.39
H5 1.53 0.18 5.74
H6 0.22 1.12 5.09
H7 2.12 0.10 3.01
H8 2.87 1.18 4.14
H9 2.09 2.43 2.23
H10 1.14 2.89 3.65
H11 0.01 2.38 1.47
H12 -0.66 1.90 2.86
C5 -2.11 -0.82 -1.71
N3 -3.26 -1.29 -0.97
C6 -3.72 -0.42 0.09
P1 -2.38 0.48 0.98
C7 -2.28 2.04 0.08
C8 -3.42 2.86 0.00
C9 -3.38 4.02 -0.74
C10 -2.22 4.38 -1.42
C11 -1.09 3.57 -1.35
C12 -1.13 2.40 -0.60
C13 -3.22 0.84 2.56
C14 -3.89 -0.18 3.24
C15 -4.45 0.05 4.48
C16 -4.34 1.30 5.07
C17 -3.68 2.32 4.40
C18 -3.13 2.10 3.15
C19 -4.32 -1.87 -1.72
C20 -4.60 -1.48 -3.02
C21 -5.64 -2.08 -3.71
C22 -6.42 -3.05 -3.10
C23 -6.15 -3.43 -1.80
C24 -5.10 -2.85 -1.11
P2 -0.58 -1.29 -0.78
C25 -0.88 -3.09 -0.65
C26 -0.38 -3.98 -1.59
C27 -0.70 -5.33 -1.52
C28 -1.53 -5.79 -0.51
C29 -2.04 -4.91 0.43
C30 -1.71 -3.57 0.36
C31 0.73 -1.06 -1.99
C32 0.56 -0.15 -3.03
C33 1.60 0.09 -3.92
C34 2.80 -0.59 -3.78
C35 2.97 -1.50 -2.75
C36 1.94 -1.74 -1.85
H13 -2.13 0.25 -1.96
H14 -2.03 -1.39 -2.64
H15 -4.29 -1.00 0.82
H16 -4.39 0.38 -0.28
H17 -4.33 2.60 0.53
H18 -4.25 4.66 -0.80
H19 -2.19 5.29 -1.99
H20 -0.18 3.84 -1.86
H21 -0.22 1.80 -0.55
H22 -3.98 -1.17 2.80
H23 -4.97 -0.75 5.00
H24 -4.78 1.49 6.04
H25 -3.61 3.31 4.85
H26 -2.63 2.91 2.63
H27 -4.01 -0.71 -3.51
H28 -5.85 -1.79 -4.73
H29 -7.23 -3.52 -3.64
H30 -6.74 -4.20 -1.32
H31 -4.85 -3.16 -0.10
H32 0.25 -3.63 -2.40
H33 -0.31 -6.01 -2.26
H34 -1.78 -6.84 -0.46
H35 -2.70 -5.26 1.21
H36 -2.12 -2.88 1.09
H37 -0.35 0.42 -3.14
H38 1.47 0.81 -4.71
H39 3.61 -0.39 -4.46
H40 3.91 -2.02 -2.63
H41 2.09 -2.44 -1.05
S1 2.24 -3.99 2.12
C37 3.21 -2.71 1.56
C38 2.46 -1.62 1.31
N4 1.11 -1.78 1.58
C39 0.89 -3.00 2.00
H42 4.28 -2.81 1.42
H43 2.79 -0.66 0.92
H44 -0.09 -3.37 2.27
S2 4.12 3.68 1.14
P3 3.69 2.46 -0.33
S3 2.01 1.34 -0.24
C40 4.99 1.19 -0.52
C41 5.47 0.77 -1.76
C42 6.39 -0.27 -1.85
C43 6.84 -0.90 -0.70
C44 6.37 -0.49 0.54
C45 5.47 0.55 0.63
C46 3.71 3.35 -1.93
C47 2.65 3.28 -2.83
C48 2.69 4.00 -4.02
C49 3.80 4.78 -4.32
C50 4.86 4.85 -3.42
C51 4.81 4.14 -2.23
H45 5.12 1.25 -2.66
H46 6.76 -0.57 -2.82
H47 7.56 -1.70 -0.77
H48 6.75 -0.96 1.44
H49 5.13 0.91 1.60
H50 1.81 2.64 -2.59
H51 1.87 3.94 -4.71
H52 3.84 5.33 -5.25
H53 5.72 5.46 -3.65
H54 5.62 4.22 -1.52